Computed, not measured: 2 unconnected molecules or ions with the total composition C2H6O2Si in a non-equilibrium geometry, with ωB97M-V with the def2-TZVPD basis set.

Element x y z (Å)
Si -0.86949 0.03895 0.47713
O -1.69110 -0.00313 1.87976
O -2.40457 -0.51442 0.73037
C 1.75647 -1.83696 -0.35978
C -0.66940 1.76272 -0.30793
H 2.18052 -0.90411 0.02180
H -0.65614 2.66486 0.36042
H 0.21353 1.71646 -0.80289
H 1.48382 -2.67229 0.32054
H -1.49544 1.77988 -0.96324
H 2.15181 -2.03197 -1.35618

Output
ΔE to the lowest compared entry with this formula, charge and spin	656.8	kJ/mol
HOMO-LUMO gap (alpha / beta)	8.163 / 8.281	eV
DFT total energy	-519.57258	Eh